1.
A cluster of 2 separate species, C28H49BrI2N4O7PS2 in total, computed with ωB97M-V with the def2-TZVPD basis set.

Values from the calculation:
**LUMO**: -3.8 eV
**Electronic energy**: -167319.8435 eV
**Frontier orbital gap**: 7.047 eV

```
! RIJCOSX wB97M-V def2-TZVPD def2/J DEFGRID3
* xyz 1 1
C -2.722 -0.730 2.141
O -3.437 0.405 1.729
C -2.702 1.270 0.875
C -3.683 2.138 0.108
C -3.247 2.528 -1.304
C -3.062 1.339 -2.265
C -1.947 1.635 -3.292
C -0.566 1.440 -2.648
C 0.181 0.142 -3.075
C 1.607 0.504 -3.507
C 2.500 -0.742 -3.738
C 3.702 -0.672 -2.781
C 3.426 -1.451 -1.481
C 4.118 -0.723 -0.324
C 3.972 -1.450 0.953
N 3.812 -2.737 1.138
N 3.692 -2.869 2.490
S 3.438 -4.435 3.187
C 2.987 -5.442 1.773
C 1.634 -5.140 1.158
O 0.589 -5.120 1.804
O 1.721 -4.959 -0.176
C 0.534 -5.278 -0.903
C -0.418 -4.099 -1.112
C 0.330 -2.791 -1.278
O -1.338 -4.451 -2.145
C -1.168 -3.848 -3.360
O -0.186 -4.012 -4.065
C -2.351 -2.995 -3.787
S -2.600 -2.968 -5.566
C 3.775 -1.722 3.145
P 3.723 -1.544 5.017
O 3.928 0.053 5.204
Br 1.569 -1.729 5.499
N 3.961 -0.788 2.158
C 4.094 0.625 2.319
I 6.042 1.397 2.407
C 3.009 1.406 2.387
C 2.993 2.884 2.557
I 1.070 0.578 2.192
H -2.974 -1.013 3.158
H -2.980 -1.581 1.501
H -1.645 -0.585 2.036
H -2.031 1.905 1.461
H -2.072 0.686 0.197
H -4.651 1.644 0.094
H -3.831 3.054 0.674
H -2.338 3.125 -1.278
H -4.052 3.121 -1.727
H -3.992 1.153 -2.793
H -2.750 0.454 -1.715
H -2.081 0.968 -4.138
H -2.015 2.664 -3.637
H 0.077 2.280 -2.895
H -0.637 1.419 -1.563
H 0.227 -0.520 -2.213
H -0.317 -0.345 -3.908
H 1.591 1.112 -4.407
H 2.008 1.110 -2.699
H 1.929 -1.644 -3.545
H 2.875 -0.796 -4.755
H 3.886 0.360 -2.499
H 4.634 -1.052 -3.195
H 3.778 -2.472 -1.581
H 2.358 -1.490 -1.282
H 3.609 0.228 -0.218
H 5.165 -0.590 -0.585
H 3.744 -5.329 1.006
H 2.947 -6.457 2.152
H -0.012 -6.103 -0.460
H 0.841 -5.589 -1.896
H -1.006 -4.007 -0.203
H 1.095 -2.848 -2.050
H -0.317 -1.952 -1.513
H 0.848 -2.584 -0.347
H -3.248 -3.468 -3.397
H -2.309 -2.009 -3.331
H -1.606 -2.179 -6.002
H 4.813 0.323 4.912
H 2.428 3.312 1.735
H 3.979 3.324 2.579
H 2.453 3.109 3.472
C -4.605 6.543 2.010
C -3.818 5.463 2.712
O -3.213 4.598 2.093
N -3.803 5.479 4.068
C -4.455 6.417 4.965
H -4.520 6.393 0.939
H -5.658 6.493 2.288
H -4.210 7.529 2.258
H -3.262 4.731 4.472
H -3.708 6.910 5.588
H -5.149 5.882 5.615
H -5.003 7.170 4.411
*
```

***

2.
A structure of composition C28H49BrNO3P3Sn, computed with ωB97M-V with the def2-TZVPD basis set.

Values from the calculation:
**LUMO (alpha / beta)**: -7.2 / -6.7 eV
**Electronic energy**: -141186.6038 eV
**Frontier orbital gap (alpha / beta)**: 5.065 / 5.483 eV

```
! RIJCOSX wB97M-V def2-TZVPD def2/J DEFGRID3
* xyz 2 1
N -5.398 -1.851 3.706
C -4.984 -0.821 4.443
C -5.129 0.497 4.021
C -5.513 0.715 2.676
C -6.099 -0.366 1.968
C -5.951 -1.654 2.504
C -5.244 1.934 1.965
Sn -0.362 0.816 -1.176
P 3.683 0.233 -1.862
C -5.195 1.935 0.589
C -4.303 2.682 -0.204
C -4.161 2.311 -1.564
C -2.895 2.062 -2.060
C -1.851 2.269 -1.142
C -1.968 3.163 -0.058
C -3.251 3.404 0.400
Br 1.480 1.504 -3.211
H -4.894 2.792 2.543
H -5.884 1.305 0.013
H -4.811 1.329 4.642
H -6.549 -0.247 0.975
H -4.484 -1.016 5.386
H -6.261 -2.534 1.909
H -5.025 2.054 -2.158
H -3.465 3.972 1.292
H -2.767 1.691 -3.082
H -1.129 3.652 0.443
P -0.761 -1.873 -0.916
C 4.393 1.774 -1.148
C 5.297 2.653 -2.031
H 4.898 1.498 -0.221
H 3.506 2.347 -0.845
H 5.670 3.528 -1.462
H 6.176 2.122 -2.439
H 4.780 3.061 -2.913
C 4.223 -0.379 -3.537
C 5.017 0.574 -4.398
H 3.234 -0.542 -4.013
H 4.706 -1.366 -3.377
H 4.834 0.303 -5.441
H 4.732 1.646 -4.285
H 6.101 0.483 -4.177
C 4.369 -1.040 -0.683
C 5.886 -0.926 -0.755
H 4.023 -2.030 -1.021
H 3.966 -0.846 0.333
H 6.356 -1.736 -0.179
H 6.220 -0.989 -1.806
H 6.240 0.032 -0.355
C 0.240 -3.190 -0.083
C 1.728 -3.085 -0.354
H -0.147 -4.165 -0.428
H 0.023 -3.086 0.991
H 2.237 -3.942 0.088
H 1.977 -3.075 -1.416
H 2.157 -2.188 0.095
C -0.522 -2.305 -2.710
C -1.533 -1.650 -3.634
H -0.556 -3.409 -2.765
H 0.508 -1.979 -2.936
H -1.366 -2.031 -4.640
H -2.561 -1.887 -3.357
H -1.429 -0.564 -3.685
C -2.455 -2.403 -0.513
C -2.726 -2.683 0.966
H -2.676 -3.308 -1.103
H -3.099 -1.577 -0.858
H -3.790 -2.885 1.113
H -2.185 -3.563 1.329
H -2.475 -1.830 1.607
C 2.788 -0.189 2.490
O 1.896 0.124 1.401
P 0.696 1.195 1.259
O -0.452 0.723 2.324
C -0.378 -0.366 3.280
O 1.219 2.623 1.844
C 0.947 3.217 3.163
H 3.785 -0.347 2.055
H 2.414 -1.116 2.940
H 2.827 0.613 3.245
H -0.255 -1.332 2.753
H 0.395 -0.212 4.061
H -1.361 -0.344 3.765
H 1.777 3.915 3.336
H 0.923 2.448 3.946
H -0.027 3.730 3.140
*
```